Formula: C20H29CrN4OSeSi
Source: the Open Molecules 2025 dataset
Level of theory: wB97M-V/def2-TZVPD

Cartesian coordinates (Å):
Cr (-1.1185, -0.4813, 1.2325)
N (-0.0668, -0.7431, 3.1155)
C (0.2033, 0.4215, 3.9635)
C (-1.0312, 1.2685, 4.2465)
C (-1.6723, 2.0048, 3.0777)
N (-2.2451, 1.1026, 2.0834)
H (-0.4778, -1.5293, 3.6246)
H (0.7925, -1.1651, 2.7428)
H (0.9521, 1.0293, 3.4537)
H (0.6233, 0.1183, 4.9312)
H (-0.7253, 2.0303, 4.9694)
H (-1.7864, 0.6509, 4.7478)
H (-0.9173, 2.6118, 2.5728)
H (-2.4248, 2.6892, 3.4901)
H (-2.4479, 1.4856, 1.2067)
H (-3.1675, 0.7432, 2.3405)
C (1.5331, -0.6680, -4.4060)
C (0.2998, -0.2870, -3.8875)
C (0.1580, 0.0190, -2.5398)
C (1.2558, -0.0155, -1.6736)
C (2.4907, -0.3978, -2.2132)
C (2.6315, -0.7315, -3.5569)
Si (0.9796, 0.4523, 0.1578)
C (0.9645, 2.3673, 0.0910)
C (2.0533, 3.1815, 0.4245)
C (1.9642, 4.5697, 0.4003)
C (0.7776, 5.1846, 0.0253)
C (-0.3147, 4.3949, -0.3186)
C (-0.2208, 3.0107, -0.2790)
H (1.6385, -0.9109, -5.4583)
H (-0.5672, -0.2426, -4.5399)
H (-0.8183, 0.2709, -2.1215)
H (3.3654, -0.4292, -1.5711)
H (3.6028, -1.0203, -3.9469)
H (2.3296, 0.1178, 0.8442)
H (2.9923, 2.7206, 0.7118)
H (2.8258, 5.1737, 0.6664)
H (0.7045, 6.2660, -0.0021)
H (-1.2470, 4.8633, -0.6152)
H (-1.0835, 2.3996, -0.5406)
C (1.3262, -3.6905, 0.3071)
N (0.3015, -3.5301, -0.6850)
C (0.4802, -3.6029, -2.0618)
C (-0.7146, -3.3482, -2.6132)
N (-1.6055, -3.1106, -1.5794)
C (-2.9967, -2.7228, -1.7078)
C (-0.9855, -3.2403, -0.4046)
Se (-1.7788, -3.0455, 1.3027)
H (2.2625, -3.8977, -0.2014)
H (1.0799, -4.5051, 0.9843)
H (1.4204, -2.7714, 0.8779)
H (1.4291, -3.7914, -2.5287)
H (-0.9860, -3.2770, -3.6487)
H (-3.2325, -2.6624, -2.7684)
H (-3.0752, -1.7246, -1.2109)
H (-3.6341, -3.4616, -1.2219)
O (-2.0968, -0.1440, -0.2897)

Values from the calculation:
- M: 500.52 g/mol
- Expectation value of S²: 6.032
- Charge: -1
- E: -130864.0604 eV
- Maximum force: 0.0470 hartree/bohr
- Multiplicity: 5

=====

Formula: C62H141N7O11
Source: the Open Molecules 2025 dataset
Level of theory: wB97M-V/def2-TZVPD

Cartesian coordinates (Å):
C (4.5387, -16.3641, 28.7154)
C (5.8267, -15.5364, 29.0414)
C (5.2691, -14.0893, 29.2807)
C (6.3488, -13.1317, 29.9119)
C (6.9474, -13.7741, 31.1726)
C (7.4936, -15.2138, 30.9483)
N (6.4402, -16.0016, 30.2906)
O (6.6082, -17.3929, 30.2947)
C (8.8865, -15.2362, 30.2685)
C (7.6466, -15.7845, 32.3911)
C (6.7248, -15.4177, 27.8053)
H (3.7933, -16.5438, 29.4901)
H (4.8345, -17.3792, 28.4503)
H (4.0870, -16.0545, 27.7729)
H (5.0462, -13.5787, 28.3438)
H (4.4412, -14.1421, 29.9876)
H (5.8316, -12.2058, 30.1637)
H (7.0973, -12.8812, 29.1602)
H (6.1624, -13.7110, 31.9263)
H (7.7277, -13.0684, 31.4576)
H (9.6900, -14.8207, 30.8767)
H (9.2086, -16.2355, 29.9759)
H (8.9656, -14.6772, 29.3361)
H (6.6181, -15.7973, 32.7517)
H (7.9051, -16.8422, 32.4413)
H (8.3810, -15.3207, 33.0497)
H (7.2707, -16.3464, 27.6393)
H (7.5091, -14.6608, 27.8080)
H (6.0781, -15.1791, 26.9610)
H (6.2510, -17.6293, 31.1538)
C (-4.5328, -18.0461, 21.6541)
C (-3.2784, -18.4887, 22.4134)
C (-3.0721, -17.3698, 23.5267)
C (-2.0673, -17.7173, 24.5611)
C (-2.4973, -19.0108, 25.2768)
C (-2.7864, -20.1952, 24.3600)
N (-3.5299, -19.7894, 23.1608)
O (-3.8472, -20.7667, 22.2257)
C (-1.4209, -20.8523, 23.9529)
C (-3.6065, -21.2059, 25.1532)
C (-2.0934, -18.4332, 21.3719)
H (-4.7561, -18.6417, 20.7690)
H (-4.4420, -17.0334, 21.2614)
H (-5.4292, -18.0606, 22.2741)
H (-2.6277, -16.5169, 23.0137)
H (-4.0524, -17.0849, 23.9087)
H (-1.8669, -16.8539, 25.1956)
H (-1.1376, -17.8794, 24.0157)
H (-3.2702, -18.7487, 25.9993)
H (-1.5829, -19.2607, 25.8148)
H (-0.8120, -21.1279, 24.8139)
H (-1.4856, -21.7255, 23.3037)
H (-0.8439, -20.2046, 23.2928)
H (-3.5935, -22.1772, 24.6589)
H (-3.2386, -21.3091, 26.1740)
H (-4.6471, -20.8916, 25.2335)
H (-2.3989, -19.0745, 20.5452)
H (-1.1320, -18.8077, 21.7232)
H (-2.0323, -17.4079, 21.0070)
H (-4.7785, -20.9329, 22.3889)
C (-1.5927, -20.7260, 29.0756)
C (-0.2941, -19.9601, 29.3244)
C (-0.6755, -18.9440, 30.4737)
C (0.5620, -18.3052, 31.1510)
C (1.4980, -19.5002, 31.6332)
C (2.0362, -20.4233, 30.4980)
N (0.8353, -20.9032, 29.7377)
O (1.1561, -21.8329, 28.7864)
C (3.0248, -19.6169, 29.6362)
C (2.7384, -21.5325, 31.2957)
C (0.0459, -19.1161, 28.0609)
H (-2.0720, -21.2987, 29.8697)
H (-1.5517, -21.3718, 28.1985)
H (-2.2859, -20.0149, 28.6264)
H (-1.3097, -18.1951, 29.9993)
H (-1.2900, -19.3996, 31.2502)
H (0.2582, -17.7673, 32.0490)
H (1.1661, -17.7268, 30.4520)
H (0.9856, -20.0566, 32.4180)
H (2.3509, -19.1418, 32.2096)
H (3.7764, -19.0627, 30.1985)
H (3.5908, -20.2184, 28.9249)
H (2.5605, -18.9000, 28.9590)
H (2.1399, -22.0611, 32.0377)
H (2.9982, -22.3928, 30.6788)
H (3.6784, -21.3009, 31.7967)
H (0.2893, -19.8328, 27.2765)
H (0.8149, -18.3721, 28.2685)
H (-0.7781, -18.5199, 27.6689)
H (0.8301, -22.6179, 29.2325)
C (3.2540, -13.4649, 25.2477)
C (2.3115, -13.4226, 24.0090)
C (2.9780, -12.7430, 22.7835)
C (2.2537, -12.8999, 21.4759)
C (1.9040, -14.3828, 21.1408)
C (1.3261, -15.1745, 22.2979)
N (1.9888, -14.8184, 23.5759)
O (1.4569, -15.5741, 24.6136)
C (-0.1877, -14.9894, 22.3740)
C (1.5136, -16.6615, 22.0099)
C (1.1202, -12.6399, 24.4909)
H (2.6542, -13.4732, 26.1577)
H (3.8810, -12.5863, 25.3995)
H (3.9898, -14.2685, 25.2143)
H (3.2116, -11.6799, 22.8406)
H (3.9397, -13.2485, 22.6963)
H (2.8308, -12.3585, 20.7263)
H (1.3558, -12.2927, 21.5905)
H (2.7365, -14.9679, 20.7498)
H (1.1937, -14.2429, 20.3260)
H (-0.6465, -15.4853, 23.2294)
H (-0.3135, -13.9464, 22.6644)
H (-0.7838, -15.2845, 21.5105)
H (1.1050, -16.8845, 21.0243)
H (2.5741, -16.8801, 21.8845)
H (1.0811, -17.3230, 22.7605)
H (0.5193, -13.2274, 25.1850)
H (0.4758, -12.2296, 23.7134)
H (1.2884, -11.7759, 25.1337)
H (2.1404, -16.2218, 24.8004)
C (7.1709, -12.3340, 24.2980)
C (7.9649, -13.4137, 23.4723)
C (7.1897, -14.6674, 23.6643)
C (7.5194, -15.7496, 22.6523)
C (7.2921, -15.2322, 21.2467)
C (8.0471, -13.9244, 20.9134)
N (7.8766, -12.9669, 22.0448)
O (8.5312, -11.8026, 21.8516)
C (9.5207, -14.2302, 20.5806)
C (7.4034, -13.4091, 19.6335)
C (9.3875, -13.6110, 24.0337)
H (7.5799, -11.3341, 24.1529)
H (7.1494, -12.4215, 25.3843)
H (6.1313, -12.2440, 23.9829)
H (7.2329, -15.0115, 24.6976)
H (6.1240, -14.5214, 23.4881)
H (6.9794, -16.6785, 22.8354)
H (8.5637, -16.0108, 22.8236)
H (6.2200, -15.0847, 21.1164)
H (7.5808, -16.0891, 20.6381)
H (9.6198, -14.8781, 19.7096)
H (10.1873, -13.3679, 20.6001)
H (9.9728, -14.8324, 21.3686)
H (7.5383, -14.0956, 18.7977)
H (6.3474, -13.1504, 19.7101)
H (7.9075, -12.5265, 19.2398)
H (9.9299, -12.6723, 23.9207)
H (9.9080, -14.4104, 23.5063)
H (9.2722, -13.7644, 25.1066)
H (7.7979, -11.2825, 21.5149)
C (6.9271, -19.2308, 19.1947)
C (5.4139, -19.1634, 19.4032)
C (4.9423, -18.1875, 18.3763)
C (3.4477, -18.1300, 18.2968)
C (2.7692, -19.3864, 18.0692)
C (3.2292, -20.5225, 19.0254)
N (4.7485, -20.4542, 19.1323)
O (5.2923, -21.5061, 19.8787)
C (2.5442, -20.3411, 20.4251)
C (2.7934, -21.9135, 18.4203)
C (5.1587, -18.5636, 20.8037)
H (7.2072, -19.7454, 18.2755)
H (7.4112, -19.8496, 19.9502)
H (7.4219, -18.2602, 19.2292)
H (5.3379, -17.1809, 18.5118)
H (5.3252, -18.4884, 17.4012)
H (3.1651, -17.4185, 17.5209)
H (3.0417, -17.5850, 19.1489)
H (3.0305, -19.6955, 17.0571)
H (1.7051, -19.1673, 18.1568)
H (1.4678, -20.5101, 20.3943)
H (2.9965, -20.9789, 21.1845)
H (2.5258, -19.3151, 20.7925)
H (1.7110, -22.0187, 18.4943)
H (3.0446, -22.1631, 17.3895)
H (3.0596, -22.7744, 19.0337)
H (5.8299, -17.8071, 21.2102)
H (5.2397, -19.3538, 21.5501)
H (4.1940, -18.0563, 20.8097)
H (5.5524, -22.0789, 19.1536)
C (6.5300, -20.4647, 27.2245)
O (5.5008, -21.2774, 27.7653)
H (6.0743, -19.6984, 26.5975)
H (7.0877, -20.0720, 28.0747)
H (7.1403, -21.1256, 26.6090)
H (5.7158, -22.1625, 27.4621)
C (4.4420, -22.9728, 23.0467)
O (3.7356, -23.1333, 24.2540)
H (4.6447, -21.9279, 22.8120)
H (5.4238, -23.3645, 23.3130)
H (3.9343, -23.3581, 22.1625)
H (3.8030, -22.2790, 24.6866)
C (4.2855, -24.3600, 27.6259)
O (5.6258, -24.0361, 28.0540)
H (3.6680, -24.5829, 28.4961)
H (3.7184, -23.5480, 27.1707)
H (4.3721, -25.1824, 26.9158)
H (5.9958, -24.8637, 28.3699)
C (7.3955, -20.2973, 23.0152)
O (8.2892, -21.3159, 23.4944)
H (6.7109, -20.8036, 22.3347)
H (6.9132, -19.9387, 23.9246)
H (7.9108, -19.5416, 22.4224)
H (8.4112, -21.9756, 22.8077)
C (2.3156, -20.0405, 23.9842)
C (3.4103, -19.7543, 25.0599)
C (3.1540, -18.4071, 25.7418)
O (3.2933, -17.3531, 24.8497)
C (4.6737, -17.0923, 24.5119)
N (3.2953, -20.8338, 25.9950)
H (2.4380, -19.4519, 23.0749)
H (1.3179, -19.7914, 24.3457)
H (2.2027, -21.0543, 23.6002)
H (4.3715, -19.7455, 24.5460)
H (3.7971, -18.4130, 26.6218)
H (2.1499, -18.3849, 26.1654)
H (4.7299, -16.3607, 23.7059)
H (5.1679, -17.9472, 24.0502)
H (5.1411, -16.7657, 25.4409)
H (2.4426, -20.8284, 26.5362)
H (3.9731, -20.7508, 26.7392)

Values from the calculation:
- M: 1160.85 g/mol
- Expectation value of S²: 0.754
- Charge: +1
- E: -99514.8743 eV
- Maximum force: 0.0756 hartree/bohr
- Multiplicity: 2

=====

Formula: C9H31N12NiO10
Source: the Open Molecules 2025 dataset
Level of theory: wB97M-V/def2-TZVPD

Cartesian coordinates (Å):
Ni (-2.5011, 1.9475, -4.0100)
O (-0.2520, -0.7859, -1.5019)
C (-1.0419, 0.3236, -1.6498)
O (-1.6267, 0.6169, -2.7137)
O (-1.1835, 1.1200, -0.7080)
H (-0.1727, -0.6379, -0.5567)
C (2.6909, 1.6296, 0.4736)
O (3.2227, 2.1822, -0.4593)
N (3.3151, 1.1100, 1.5005)
N (1.4607, 1.4381, 0.6320)
H (2.7327, 0.8294, 2.2765)
H (4.3089, 0.9356, 1.4542)
H (1.1601, 1.0814, 1.5278)
H (0.7783, 1.5737, -0.1002)
C (-0.3720, 4.1061, -2.8960)
O (-0.9785, 3.2968, -3.5928)
N (-0.6633, 5.3965, -2.8146)
N (0.4076, 3.6211, -1.9777)
H (0.0417, 5.9706, -2.3746)
H (-1.5368, 5.7832, -3.1426)
H (0.8482, 4.3211, -1.3981)
H (0.6194, 2.6382, -1.8821)
C (2.5453, -2.3663, 1.8610)
O (2.8600, -1.9331, 2.9692)
N (3.2397, -3.1349, 1.0786)
N (1.3554, -2.0967, 1.3531)
H (2.7626, -3.5755, 0.3051)
H (4.0810, -3.5747, 1.4234)
H (0.8125, -1.3411, 1.7462)
H (1.1000, -2.4203, 0.4311)
C (2.1337, -0.8904, -4.1921)
O (2.7219, -1.2355, -5.2172)
N (0.8963, -1.2305, -3.9498)
N (2.6536, -0.2537, -3.1946)
H (0.4577, -1.8738, -4.5931)
H (0.5334, -1.0710, -3.0208)
H (2.2007, -0.1747, -2.2953)
H (3.5012, 0.2739, -3.3474)
C (-1.8197, -1.1370, 3.1004)
O (-2.8117, -1.7280, 2.7709)
N (-1.3816, -0.0995, 2.4878)
N (-0.8778, -1.5982, 3.9438)
H (-0.5441, 0.3692, 2.8024)
H (-1.9428, 0.2867, 1.7422)
H (-0.1610, -0.9058, 4.1078)
H (-0.9190, -2.4610, 4.4672)
C (-2.8539, 4.1482, 1.1047)
O (-3.6108, 4.7973, 1.8106)
N (-2.8526, 2.8535, 1.0157)
N (-1.9963, 4.6181, 0.2519)
H (-3.4680, 2.3243, 1.6168)
H (-2.2927, 2.3751, 0.3245)
H (-2.0221, 5.6234, 0.1577)
H (-1.6531, 4.1069, -0.5487)
C (-1.4416, -5.9615, 1.4564)
C (-1.9137, -4.5470, 1.3719)
O (-1.2360, -4.1094, 0.1990)
H (-1.9714, -6.4732, 2.2598)
H (-0.3658, -6.0238, 1.6202)
H (-1.6590, -6.4538, 0.5085)
H (-1.6134, -3.9917, 2.2605)
H (-2.9738, -4.2961, 1.3337)
H (-0.7308, -3.3159, 0.3906)

Values from the calculation:
- M: 526.11 g/mol
- Expectation value of S²: 3.764
- Charge: +2
- E: -89217.0652 eV
- Maximum force: 0.1584 hartree/bohr
- Multiplicity: 4

=====

Formula: C32H80N16O16
Source: the Open Molecules 2025 dataset
Level of theory: wB97M-V/def2-TZVPD

Cartesian coordinates (Å):
O (-3.3228, 3.7280, -1.0466)
C (-3.8595, 4.0420, -0.0127)
N (-3.3514, 3.5712, 1.1268)
C (-5.0423, 4.9791, 0.1505)
H (-2.4158, 3.1149, 0.9650)
H (-3.3844, 4.0475, 2.0236)
H (-5.6119, 5.1135, -0.8547)
H (-4.6379, 5.8654, 0.5678)
H (-5.6679, 4.5398, 0.9706)
O (-2.3149, 0.5111, -5.1808)
C (-3.4758, 0.8972, -5.0731)
N (-4.4604, 0.1374, -4.6160)
C (-3.8933, 2.3027, -5.4797)
H (-4.3029, -0.8081, -4.2906)
H (-5.3810, 0.5803, -4.7957)
H (-4.8431, 2.3432, -6.0813)
H (-3.1217, 2.8665, -5.9546)
H (-4.0944, 2.9453, -4.5606)
O (-1.8157, 3.6397, 3.5575)
C (-1.1192, 2.6195, 3.6350)
N (0.2404, 2.5637, 3.4228)
C (-1.6979, 1.2477, 3.9961)
H (0.6342, 3.4377, 3.1409)
H (0.7702, 1.7077, 3.3376)
H (-2.2931, 0.9026, 3.1545)
H (-2.4634, 1.3487, 4.7909)
H (-0.9075, 0.5575, 4.2994)
O (9.1095, 1.8995, 3.3696)
C (9.1089, 1.4970, 4.5246)
N (8.1141, 0.6817, 4.9528)
C (10.0363, 2.0879, 5.6357)
H (7.4904, 0.3649, 4.2565)
H (8.2382, 0.0892, 5.7198)
H (10.0553, 1.5600, 6.5848)
H (9.6777, 3.1094, 5.8459)
H (11.0369, 2.2057, 5.2524)
O (-1.2892, -3.9196, -3.9905)
C (-1.4345, -3.7053, -5.1957)
N (-1.6260, -2.4611, -5.6775)
C (-1.3431, -4.8999, -6.1247)
H (-1.9482, -1.7105, -5.0233)
H (-1.8166, -2.3849, -6.6572)
H (-0.8880, -5.7863, -5.6232)
H (-0.9421, -4.7696, -7.1009)
H (-2.4274, -5.0944, -6.2403)
O (0.8995, -3.9543, 0.5721)
C (0.3565, -4.0982, -0.5280)
N (-0.4686, -3.2574, -1.1520)
C (0.3917, -5.4423, -1.1343)
H (-0.8371, -3.5074, -2.0625)
H (-0.2682, -2.2567, -1.0903)
H (0.2394, -5.5269, -2.2222)
H (-0.4460, -6.0194, -0.7128)
H (1.3750, -5.9443, -0.8093)
O (-0.0857, 4.2719, 0.6534)
C (-0.5186, 5.4230, 0.6484)
N (-1.3362, 5.9877, 1.5522)
C (-0.3025, 6.2984, -0.5929)
H (-1.7445, 5.3120, 2.2021)
H (-1.6155, 6.8844, 1.3776)
H (-1.0750, 6.0915, -1.2728)
H (0.6490, 6.0027, -1.0291)
H (-0.3506, 7.3820, -0.4945)
O (2.1191, 0.3700, 3.5648)
C (3.1575, 0.4941, 2.8953)
N (3.9321, -0.5576, 2.5926)
C (3.6610, 1.9011, 2.4088)
H (3.6893, -1.5084, 2.8201)
H (4.8290, -0.3750, 2.1853)
H (4.7368, 1.8469, 2.5610)
H (3.3187, 2.7103, 3.0331)
H (3.4920, 2.0015, 1.3406)
O (-4.3696, -2.2174, -3.3313)
C (-4.4624, -1.8855, -2.1588)
N (-3.8588, -0.8660, -1.5894)
C (-5.3696, -2.7392, -1.1890)
H (-3.0719, -0.3921, -2.0600)
H (-3.8549, -0.7673, -0.5526)
H (-6.1836, -3.2242, -1.6884)
H (-5.7591, -2.0323, -0.4445)
H (-4.7476, -3.5358, -0.7737)
O (6.2936, 0.9096, 0.6249)
C (7.2036, 0.2602, 0.1050)
N (8.3358, -0.0344, 0.7977)
C (7.0856, -0.4137, -1.2719)
H (8.6258, 0.5960, 1.5519)
H (9.0753, -0.4231, 0.3063)
H (8.1012, -0.3518, -1.6337)
H (6.3472, 0.1321, -1.9054)
H (6.8086, -1.4707, -1.1505)
O (-4.4967, -1.0289, 2.0394)
C (-3.5638, -1.6748, 2.4618)
N (-3.3122, -1.8350, 3.7782)
C (-2.5706, -2.3693, 1.5641)
H (-4.1232, -1.6247, 4.3809)
H (-2.5372, -2.4165, 4.1258)
H (-2.2754, -3.2945, 2.0365)
H (-1.7264, -1.7133, 1.4506)
H (-2.9485, -2.6289, 0.5750)
O (-6.8423, 1.3406, -3.4606)
C (-7.3217, 1.0229, -2.3941)
N (-6.6276, 0.5292, -1.3359)
C (-8.8283, 1.1178, -2.0935)
H (-5.6152, 0.6346, -1.2222)
H (-7.0369, 0.2131, -0.5064)
H (-9.2704, 1.5114, -3.0646)
H (-9.0693, 1.6957, -1.2478)
H (-9.1648, 0.1312, -1.9974)
O (5.6407, -3.2235, 1.2210)
C (4.4243, -3.3471, 1.0282)
N (3.6676, -4.1663, 1.8235)
C (3.6527, -2.5455, -0.0735)
H (2.7391, -4.4055, 1.5657)
H (4.1369, -4.7119, 2.5677)
H (2.9911, -1.9804, 0.5959)
H (3.1232, -3.0768, -0.7788)
H (4.3242, -1.8367, -0.5626)
O (2.5407, 1.4416, -3.0480)
C (1.9679, 0.4458, -3.4447)
N (0.9630, 0.5325, -4.3535)
C (2.1942, -0.9017, -2.9385)
H (0.5143, 1.4428, -4.3763)
H (0.4141, -0.2608, -4.6698)
H (1.9035, -0.7571, -1.8656)
H (3.3066, -1.1509, -3.0750)
H (1.5872, -1.6766, -3.4947)
O (-1.0240, -3.0279, 4.7738)
C (0.0688, -2.5553, 4.5045)
N (0.6158, -1.7122, 5.3726)
C (0.6498, -2.8939, 3.1617)
H (0.0899, -1.3473, 6.1483)
H (1.2974, -1.1327, 4.9098)
H (0.2115, -2.2582, 2.4046)
H (0.4512, -3.9375, 3.0341)
H (1.7310, -2.5959, 3.0836)
O (-0.5718, -0.2370, -1.1279)
C (-0.1931, 0.9034, -0.8080)
N (-0.7066, 2.0293, -1.2297)
C (1.0728, 1.1555, 0.0131)
H (-1.5147, 2.0221, -1.8125)
H (-0.3846, 2.9246, -0.9058)
H (0.8734, 1.9801, 0.7023)
H (1.8683, 1.4046, -0.6714)
H (1.3879, 0.2063, 0.5910)

Values from the calculation:
- M: 945.09 g/mol
- Charge: 0
- E: -91093.9258 eV
- Maximum force: 0.0767 hartree/bohr

=====

Q: Look up the M of the second one.
A: 1160.85 g/mol